Below is C31H47ClGaN3O7P as an isolated structure, with properties calculated with ωB97M-V with the def2-TZVPD basis set.

Computed properties:
LUMO (spin up / spin down) ... 1.8776 / 1.9331 eV
Spin multiplicity ... 1
E_HOMO (spin up / spin down) ... -2.268 / -2.642 eV
Frontier orbital gap (spin up / spin down) ... 4.15 / 4.57 eV
Net charge ... -1

Last column: Mulliken charge in e.
CARTESIAN COORDINATES (ANGSTROEM)
Ga (-0.63058, 1.32320, 0.13534)  1.188
P (0.11076, 1.35784, -2.19231)  -1.135
Cl (-2.03370, 2.90932, 0.87266)  -0.390
C (-1.79103, -1.66602, -0.08801)  1.038
H (-0.77355, -1.62604, -0.71143)  -0.990
H (-2.57908, -1.08266, -0.70110)  -0.077
C (1.98251, 1.35083, -2.37980)  0.302
C (-0.66184, 3.04367, -2.70958)  0.202
C (2.51513, 1.25480, -3.81269)  -0.788
H (2.22680, 2.34112, -1.95244)  0.701
C (4.04715, 1.46979, -3.79838)  -0.944
H (2.28574, 0.25142, -4.21438)  0.241
H (2.02243, 1.98177, -4.47715)  0.215
C (4.76674, 0.47007, -2.88120)  -0.767
H (4.43186, 1.38539, -4.82396)  0.399
H (4.25883, 2.49273, -3.44696)  0.338
C (4.14854, 0.45400, -1.48146)  -0.861
H (4.73155, -0.53773, -3.32058)  0.334
H (5.82856, 0.73541, -2.83582)  0.428
C (2.64360, 0.25344, -1.54136)  0.800
H (4.59330, -0.33610, -0.86440)  0.397
H (4.36191, 1.40926, -0.99144)  0.417
H (2.42777, -0.71228, -2.01939)  0.074
H (2.26336, 0.19383, -0.52064)  -1.073
C (-0.59259, -0.02072, -3.27387)  0.473
C (-2.19207, 2.94652, -2.82635)  -0.635
H (-0.44890, 3.63044, -1.80572)  0.746
C (-2.79168, 4.34030, -3.00609)  -0.883
H (-2.45699, 2.31010, -3.68211)  0.171
H (-2.60487, 2.45692, -1.93103)  0.328
C (-2.14467, 5.09587, -4.16387)  -0.642
H (-3.86179, 4.23524, -3.21219)  0.392
H (-2.68981, 4.91285, -2.07728)  0.327
C (-0.61892, 5.12402, -4.14580)  -0.912
H (-2.47167, 4.64581, -5.10929)  0.302
H (-2.51954, 6.12092, -4.18637)  0.344
C (0.00552, 3.74544, -3.91125)  -0.556
H (-0.27046, 5.49269, -5.11611)  0.384
H (-0.24243, 5.82209, -3.37603)  0.369
H (-0.11907, 3.10856, -4.79735)  0.149
H (1.09846, 3.82276, -3.73717)  0.310
C (0.11578, -1.36268, -3.06574)  -0.803
H (-1.62314, -0.08695, -2.87325)  0.721
C (-0.72311, -2.45073, -3.71200)  -0.799
H (1.10938, -1.31364, -3.51776)  0.454
H (0.28387, -1.59030, -2.00603)  -0.201
C (-0.79158, -2.22061, -5.22014)  -0.940
H (-0.30896, -3.44892, -3.50604)  0.353
H (-1.73862, -2.43197, -3.28672)  0.301
C (-1.33753, -0.82730, -5.55239)  -0.944
H (0.20850, -2.33468, -5.65037)  0.348
H (-1.41105, -2.97650, -5.70599)  0.463
C (-0.64645, 0.31024, -4.77545)  -0.371
H (-1.23998, -0.62514, -6.62383)  0.411
H (-2.41462, -0.79832, -5.30399)  0.350
H (0.38255, 0.44751, -5.14274)  0.136
H (-1.16102, 1.26625, -4.94676)  0.126
C (-0.64759, -3.93484, 0.04869)  -0.830
C (-1.99796, -3.49311, 0.07870)  0.334
H (-0.07943, -4.01930, -0.86270)  0.340
C (-2.78665, -3.73813, 1.34733)  -1.140
H (-2.59789, -3.59427, -0.87947)  0.380
C (-1.94537, -3.54289, 2.60462)  0.233
H (-3.60902, -3.02043, 1.35616)  0.331
H (-3.29927, -4.71563, 1.45914)  0.365
C (-0.62874, -4.25356, 2.54911)  -1.029
H (-1.79205, -2.47580, 2.76823)  -0.388
H (-2.50619, -3.87863, 3.49586)  0.415
C (0.18044, -4.02446, 1.25824)  0.281
H (-0.06104, -4.02608, 3.46932)  0.400
H (-0.83720, -5.31695, 2.61748)  0.402
H (0.79664, -3.11816, 1.39132)  -0.587
H (0.92108, -4.86355, 1.17174)  0.508
O (2.26719, 0.20642, 7.02697)  -0.648
N (1.13861, 0.25407, 6.50271)  0.982
O (0.09194, 0.49275, 7.15856)  -0.623
C (1.00935, 0.04120, 5.07739)  -0.444
C (2.16160, -0.19359, 4.34159)  -0.638
C (2.02703, -0.23665, 2.96237)  -0.489
C (0.81013, 0.20462, 2.37108)  0.509
O (0.85034, 0.75730, 1.14589)  -0.258
C (-0.35443, 0.29974, 3.17784)  0.728
C (-0.28375, 0.10388, 4.55600)  -0.611
N (-1.59675, 0.77454, 2.52271)  0.212
O (-2.58513, 0.21636, 3.03925)  -0.524
O (-1.69242, -1.35233, 1.15245)  -0.563
N (3.10799, -0.84030, 2.19372)  0.987
O (4.27766, -0.61274, 2.54452)  -0.657
O (2.82028, -1.61903, 1.26559)  -0.490
H (3.08831, -0.36119, 4.86334)  0.615
H (-1.17042, 0.17203, 5.17461)  0.576

Force components x, y, z for each atom (eV/Å):
-2.07 -1.85 0.79
0.58 0.39 -0.80
0.24 1.57 -0.73
1.48 -0.45 -0.49
-1.84 -0.07 1.03
0.23 -1.06 0.34
-0.76 0.43 -0.41
0.85 -0.78 0.10
0.38 0.17 -0.09
0.18 -0.19 -0.11
-0.24 -0.13 -0.19
0.17 0.35 0.15
0.26 -0.20 0.17
0.05 0.06 -0.13
0.01 0.09 0.18
-0.07 -0.18 -0.11
0.29 -0.08 -0.22
-0.15 0.14 0.06
-0.06 -0.03 0.07
-0.16 -0.27 0.21
-0.04 0.16 -0.09
0.01 0.01 0.08
0.11 0.14 0.20
-0.20 0.09 -0.16
-0.10 0.91 0.66
0.21 -0.29 0.08
-0.05 0.10 -0.05
-0.01 -0.07 -0.03
0.01 0.15 0.04
0.10 0.20 -0.20
-0.12 0.03 -0.21
0.05 0.09 0.14
0.04 -0.13 -0.02
0.37 0.05 0.10
0.03 -0.09 0.03
-0.02 0.05 0.00
0.01 -0.44 0.30
0.06 0.15 0.13
-0.22 -0.22 -0.19
-0.02 0.20 0.03
-0.56 0.10 -0.09
0.05 0.06 0.41
0.24 -0.17 -0.16
-0.01 -0.41 -0.23
-0.05 -0.12 -0.22
-0.10 0.16 -0.33
-0.07 0.18 -0.09
-0.07 0.27 0.02
0.23 -0.01 0.00
-0.25 0.26 0.18
0.08 0.05 0.05
-0.07 -0.03 0.02
0.19 -0.02 0.04
-0.11 -0.05 0.04
0.31 -0.04 -0.12
-0.29 -0.11 0.02
0.04 -0.36 -0.03
-0.15 -0.70 -0.17
-0.67 0.67 -2.16
-0.18 0.12 -0.50
-0.64 0.23 0.52
0.66 -0.51 0.99
-0.60 0.75 0.82
-0.02 0.16 0.14
0.52 0.05 -0.74
0.44 -0.59 0.25
0.01 -0.26 -0.12
0.07 -0.16 -0.29
0.72 -0.37 1.24
0.09 0.07 -0.47
0.00 -0.49 -0.05
-0.12 0.01 -0.16
-0.41 0.61 -0.06
-1.57 0.09 -0.79
-0.34 0.07 2.17
2.08 -0.45 -1.16
-0.26 -0.19 0.76
-0.57 -0.10 -0.19
-0.50 -0.42 0.34
-0.03 1.69 -1.30
0.55 -0.96 1.26
-0.12 -0.10 -0.08
0.42 0.64 -1.34
-0.52 -3.20 1.73
1.30 1.73 -0.63
0.51 2.09 0.00
1.12 -0.54 -1.02
-1.49 -0.19 -0.31
0.19 1.48 1.37
0.16 -0.04 -0.16
0.20 0.07 -0.10

***

Below is C24H37BMnN7O3S3Si2 as an isolated structure, with properties calculated with ωB97M-V with the def2-TZVPD basis set.

Computed properties:
LUMO (spin up / spin down) ... 1.4904 / 1.4100 eV
Expectation value of S² ... 8.7597
Spin multiplicity ... 6
E_HOMO (spin up / spin down) ... -5.696 / -5.696 eV
Frontier orbital gap (spin up / spin down) ... 7.19 / 7.11 eV
Net charge ... -1

Last column: Löwdin spin population.
CARTESIAN COORDINATES (ANGSTROEM)
Mn (-0.45321, -0.88501, 0.08794)  4.650
C (-0.08191, 1.71273, 3.63706)  0.001
N (0.30197, 0.30927, 3.65894)  0.007
C (1.40165, -0.19675, 4.33015)  0.005
C (1.33870, -1.53420, 4.19777)  0.002
N (0.20992, -1.85086, 3.46319)  0.009
B (-0.31594, -3.33052, 3.37649)  0.003
N (-0.79132, -3.78783, 1.94558)  0.011
C (-1.85955, -4.65040, 1.79979)  0.003
C (-1.93905, -5.01199, 0.50284)  0.005
N (-0.91286, -4.35285, -0.14416)  0.011
C (-0.62877, -4.38486, -1.57328)  0.003
C (-0.21063, -3.62396, 0.75271)  0.013
S (1.19101, -2.69159, 0.34811)  0.050
C (-0.40213, -0.71038, 3.09960)  0.012
S (-1.82688, -0.53178, 2.12529)  0.048
H (0.80929, 2.32303, 3.75905)  0.000
H (-0.78425, 1.92906, 4.43820)  0.000
H (-0.56093, 1.93889, 2.69677)  0.000
H (2.11821, 0.43942, 4.82611)  0.000
H (1.99853, -2.30126, 4.56526)  0.000
H (-1.28905, -3.43829, 4.09471)  0.000
H (0.60609, -4.04216, 3.72293)  0.000
H (-2.49139, -4.90433, 2.63672)  0.000
H (-2.64742, -5.63255, -0.02301)  0.000
H (-1.41678, -4.94826, -2.06629)  0.000
H (0.33262, -4.85595, -1.76103)  0.001
H (-0.60670, -3.37323, -1.96425)  0.002
O (6.07497, 3.82688, 3.55989)  0.000
S (6.32263, 5.13216, 2.98446)  0.000
O (7.50659, 5.22361, 2.15210)  0.000
O (6.09984, 6.25111, 3.87633)  0.000
C (4.99696, 5.32226, 1.74789)  0.000
N (4.89996, 6.50804, 1.11977)  0.001
C (3.96078, 6.60757, 0.19421)  0.000
C (3.09785, 5.56679, -0.12719)  0.001
C (3.26520, 4.40045, 0.58811)  0.000
N (4.20625, 4.27237, 1.51353)  0.001
C (2.40960, 3.19033, 0.40093)  0.004
C (1.16140, 3.23180, -0.20739)  0.000
C (0.40964, 2.07497, -0.28325)  0.010
N (0.83537, 0.90409, 0.19429)  0.040
C (2.04688, 0.85667, 0.75160)  0.010
C (2.85432, 1.96694, 0.88609)  0.000
H (3.88671, 7.56337, -0.31777)  0.000
H (2.35663, 5.67151, -0.90897)  0.000
H (0.74931, 4.15644, -0.59236)  0.000
H (-0.57989, 2.08524, -0.72153)  0.001
H (2.36207, -0.11300, 1.12097)  0.002
H (3.81827, 1.91121, 1.38090)  0.000
C (-4.14226, -1.78598, -0.02243)  0.003
Si (-3.50278, -1.26039, -1.70302)  0.012
C (-3.82601, -2.72227, -2.83923)  0.001
C (-4.63735, 0.11744, -2.28825)  0.002
C (-1.76103, -0.67940, -1.66141)  0.037
Si (-0.80811, -0.47646, -3.22938)  0.013
C (-1.12255, 1.19654, -4.02752)  0.002
C (-1.15840, -1.75942, -4.55384)  0.001
C (1.05236, -0.55625, -2.96814)  0.007
H (-5.08969, -2.33482, -0.11539)  0.000
H (-4.31985, -0.91757, 0.62469)  0.000
H (-3.42136, -2.42909, 0.49215)  0.001
H (-4.84432, -3.09213, -2.66353)  0.000
H (-3.13037, -3.55198, -2.65974)  0.000
H (-3.74951, -2.44406, -3.89268)  0.000
H (-5.69298, -0.18692, -2.28204)  0.000
H (-4.37832, 0.42535, -3.30948)  0.000
H (-4.53540, 0.99570, -1.63810)  0.000
H (-1.88035, 0.35082, -1.27826)  0.011
H (-2.19247, 1.35039, -4.21654)  0.000
H (-0.58829, 1.29035, -4.98273)  0.000
H (-0.77830, 2.00812, -3.37163)  0.000
H (-2.14383, -1.61058, -5.00721)  0.000
H (-1.11532, -2.78737, -4.17245)  0.000
H (-0.40667, -1.66085, -5.34822)  0.000
H (1.38310, 0.21819, -2.26769)  0.001
H (1.59908, -0.39808, -3.90865)  0.001
H (1.36042, -1.52345, -2.55509)  0.001

Force components x, y, z for each atom (eV/Å):
-0.37 -0.03 -0.41
0.20 -0.18 0.05
0.01 0.27 -0.20
-0.17 0.24 -0.01
-0.18 -0.29 -0.10
0.00 -0.19 -0.22
0.04 -0.04 0.08
0.04 -0.04 0.37
0.01 0.21 0.17
-0.02 0.09 -0.21
0.00 -0.10 -0.48
-0.06 -0.15 0.22
-0.02 -0.14 0.05
-0.12 -0.08 0.11
0.12 0.04 0.55
0.38 -0.11 0.28
0.04 0.01 -0.02
-0.04 -0.01 0.10
-0.08 0.03 -0.28
-0.10 -0.04 -0.08
-0.08 0.03 -0.05
0.12 -0.01 -0.07
-0.11 0.11 -0.03
0.14 0.04 -0.10
0.11 0.08 0.04
0.00 -0.02 0.01
0.07 -0.03 0.02
-0.03 0.14 -0.01
0.02 -0.03 0.05
-0.08 -0.02 -0.07
0.08 0.01 -0.01
0.00 0.04 0.06
-0.33 0.01 -0.27
-0.01 -0.33 0.12
0.04 0.01 0.06
-0.08 0.18 -0.21
-0.16 -0.29 0.03
0.39 0.33 0.20
0.11 0.17 0.00
-0.16 0.04 -0.06
0.01 0.18 0.07
-0.13 -0.07 -0.12
0.13 -0.08 0.19
0.19 -0.06 0.11
0.01 -0.03 0.00
0.03 0.02 0.05
0.03 -0.06 0.02
-0.03 -0.01 -0.05
0.00 0.01 0.01
-0.10 -0.01 -0.06
-0.12 -0.03 0.22
0.02 -0.06 0.09
0.01 -0.25 -0.11
-0.20 0.17 -0.14
0.40 0.02 0.17
0.09 0.04 0.08
-0.08 0.23 -0.11
-0.08 -0.22 -0.18
0.25 0.03 0.01
0.12 0.11 0.02
0.03 -0.14 -0.05
-0.11 0.00 -0.01
0.13 0.04 -0.01
-0.14 0.12 -0.04
-0.02 -0.08 0.08
0.16 0.06 0.00
-0.06 -0.01 0.13
-0.03 -0.09 -0.10
-0.14 0.26 -0.10
0.15 0.01 0.02
-0.08 0.01 0.15
-0.06 -0.09 -0.11
0.13 -0.05 0.02
-0.02 0.15 -0.10
-0.10 -0.03 0.12
0.04 -0.08 -0.07
-0.13 -0.04 0.14
0.00 0.07 -0.02

***

Below is a 2-piece molecular cluster, C5H9NO overall, with properties calculated with ωB97M-V with the def2-TZVPD basis set.

Computed properties:
LUMO (spin up / spin down) ... 0.9827 / -2.3714 eV
Expectation value of S² ... 2.0075
Spin multiplicity ... 3
Energy relative to the best compared isomer or geometry (same formula, charge and spin) ... 329.7 kJ/mol
E_HOMO (spin up / spin down) ... -5.794 / -9.258 eV
Frontier orbital gap (spin up / spin down) ... 6.78 / 6.89 eV
Net charge ... 0

Last column: Löwdin spin population.
CARTESIAN COORDINATES (ANGSTROEM)
C (-2.75572, -0.30749, 0.35456)  0.032
C (0.52189, -0.62364, -1.11945)  0.084
C (0.90671, -0.64401, 0.30182)  0.065
C (-0.50330, -0.27434, -0.07940)  0.516
C (1.97864, 0.36568, 0.69609)  0.018
N (-1.63493, -0.87632, 0.20176)  0.193
O (-0.73787, 1.80644, -0.06629)  1.030
H (-3.57898, -0.90796, 0.53026)  0.001
H (-2.95940, 0.68733, 0.48285)  0.005
H (0.96199, 0.05870, -1.82754)  0.014
H (0.39340, -1.47236, -1.76970)  0.011
H (0.87780, -1.56706, 0.68517)  0.008
H (1.53572, 1.37444, 0.86315)  0.004
H (2.84351, 0.16896, -0.01149)  0.000
H (2.33338, 0.15972, 1.63545)  0.001
H (-0.18286, 2.05190, -0.87725)  0.017

Force components x, y, z for each atom (eV/Å):
1.33 -1.83 0.28
-1.04 -0.23 -1.41
-0.78 2.74 -1.24
3.89 0.15 -0.81
-0.70 -0.17 -1.60
-2.06 -1.12 0.10
0.46 2.86 -1.45
-1.60 -1.50 0.26
0.14 2.86 -0.21
0.14 1.22 0.36
-0.31 -1.08 0.55
0.72 -3.48 1.79
0.67 -0.43 -1.11
-0.97 1.19 0.70
1.01 -0.86 2.47
-0.87 -0.34 1.33

***

| no. | E_tot (Ha) |
| --- | --- |
| 1 | -4626.4127 |
| 2 | -4495.4526 |
| 3 | -325.6122 |